Computed, not measured: the molecule C12H22O11 in a non-equilibrium geometry, with ωB97M-V/def2-TZVPD.

Structure (XYZ):
```
45
Properties=species:S:1:pos:R:3:lowdin_charge:R:1
O 1.33831 0.92763 2.79248 0.069
C 0.79378 1.54565 1.91140 -0.180
C 1.52777 2.29199 0.81815 -0.277
O 0.66923 2.87140 -0.11623 0.008
C 2.56702 1.32552 0.16611 -0.242
O 3.45394 0.82717 1.12150 -0.007
C 1.77169 0.23507 -0.59133 -0.178
O 0.70861 -0.15781 0.27188 -0.056
C -0.49985 -0.50288 -0.30776 -0.294
O -1.26449 0.67504 -0.43632 -0.042
C -2.58801 0.47067 -0.89812 -0.224
C -3.25874 1.86149 -0.85773 -0.196
O -4.65066 1.80402 -0.93370 -0.037
C -3.36640 -0.54298 -0.04217 -0.269
O -3.67185 0.02274 1.20740 0.011
C -2.56216 -1.83905 0.13182 -0.272
O -3.25396 -2.64406 1.05325 0.011
C -1.15219 -1.52020 0.63338 -0.246
O -0.41089 -2.70893 0.66478 0.025
C 2.54459 -1.06170 -0.99080 -0.282
O 2.58167 -1.95698 0.08528 -0.006
C 3.97304 -0.80464 -1.52132 -0.193
O 4.91074 -0.82378 -0.48455 -0.055
H -0.30248 1.66245 1.87303 0.144
H 2.09604 3.10939 1.28212 0.173
H -0.05741 2.25500 -0.30570 0.072
H 3.16445 1.88852 -0.56043 0.165
H 2.93542 0.55958 1.90660 0.099
H 1.37142 0.69973 -1.50125 0.168
H -0.35993 -0.96706 -1.30354 0.186
H -2.55747 0.07907 -1.92708 0.169
H -2.91814 2.45158 -1.71058 0.133
H -2.92799 2.35058 0.06587 0.133
H -4.97657 1.43950 -0.10085 0.087
H -4.29765 -0.79243 -0.57696 0.164
H -3.88342 -0.71508 1.79723 0.108
H -2.47546 -2.35342 -0.83832 0.172
H -2.66624 -3.37047 1.29552 0.110
H -1.20832 -1.06224 1.63366 0.178
H 0.53369 -2.49135 0.72249 0.088
H 1.95143 -1.54145 -1.78104 0.150
H 3.47189 -1.88953 0.47398 0.105
H 3.99873 0.13501 -2.08767 0.128
H 4.25658 -1.62320 -2.18757 0.130
H 4.69022 -0.11960 0.15309 0.071
```

Properties
frontier orbital gap: 0.3825 Eh
structure (SMILES): O=C[C@H](O)[C@@H](O)[C@H](O[C@@H]1O[C@H](CO)[C@H](O)[C@H](O)[C@H]1O)[C@H](O)CO
LUMO: 0.51 eV
E_HOMO: -0.36385 hartree
energy relative to the best compared isomer or geometry (same formula, charge and spin): 0.487 eV
total energy: -35322.2798 eV
net charge: 0